Entry 1:
88
Properties=species:S:1:pos:R:3:lowdin_charge:R:1 method="wB97M-V/def2-TZVPD" gap_ev="5.25 / 7.44" lumo_energy_ev="-1.863 / -0.242" spin_multiplicity=5
Mn -0.73 0.84 -0.20 0.182
C 3.31 0.71 -3.21 -0.180
Si 1.76 0.01 -2.38 0.366
C 0.38 0.17 -3.66 -0.206
C 2.16 -1.79 -2.13 -0.171
C 1.37 0.93 -0.79 -0.521
Si 2.38 0.37 0.68 0.363
C 1.98 -1.38 1.23 -0.197
C 2.15 1.52 2.14 -0.183
C 4.22 0.35 0.32 -0.169
Si 1.55 2.73 -1.10 0.405
C 0.81 3.37 -2.69 -0.163
C 3.23 3.53 -0.89 -0.163
C 0.43 3.53 0.21 -0.274
C 0.48 4.86 0.62 -0.042
C -0.48 5.35 1.49 -0.041
C -1.49 4.50 1.92 -0.036
C -1.50 3.20 1.47 -0.171
N -0.55 2.72 0.65 -0.087
H 3.51 0.14 -4.12 0.036
H 4.19 0.62 -2.57 0.020
H 3.23 1.76 -3.50 0.014
H -0.02 -0.81 -3.92 0.023
H 0.76 0.64 -4.58 0.032
H -0.45 0.78 -3.30 -0.030
H 2.29 -2.26 -3.11 0.040
H 1.37 -2.33 -1.60 0.007
H 3.09 -1.92 -1.57 0.024
H 1.04 -1.74 0.82 -0.029
H 1.91 -1.43 2.32 0.031
H 2.77 -2.05 0.90 0.037
H 1.10 1.68 2.39 -0.008
H 2.60 2.50 1.96 0.026
H 2.62 1.10 3.03 0.031
H 4.47 -0.35 -0.47 0.018
H 4.74 0.02 1.23 0.039
H 4.63 1.33 0.05 0.016
H 1.30 2.97 -3.58 0.025
H 0.92 4.46 -2.71 0.040
H -0.25 3.13 -2.77 -0.015
H 3.96 3.06 -1.55 0.028
H 3.60 3.46 0.13 0.025
H 3.17 4.59 -1.16 0.034
H 1.27 5.50 0.26 0.108
H -0.45 6.38 1.82 0.113
H -2.27 4.84 2.59 0.112
H -2.27 2.50 1.77 0.047
C -4.89 -0.04 -0.32 -0.265
As -4.28 0.88 -1.88 0.695
C -5.72 2.06 -2.36 -0.268
C -4.25 -0.40 -3.31 -0.248
S -2.57 2.09 -1.63 0.220
H -5.94 -0.30 -0.46 0.046
H -4.78 0.62 0.54 0.027
H -4.29 -0.93 -0.16 -0.029
H -6.64 1.48 -2.45 0.040
H -5.48 2.53 -3.30 0.040
H -5.82 2.82 -1.58 0.038
H -5.25 -0.45 -3.74 0.039
H -3.95 -1.38 -2.93 0.008
H -3.53 -0.07 -4.06 0.044
S -2.81 -6.41 0.50 0.590
C -2.09 -4.97 0.12 -1.107
S -2.96 -3.60 -0.49 0.969
C -1.49 -2.67 -0.54 -1.053
N -0.45 -3.31 -0.14 0.042
N -0.79 -4.59 0.22 -0.136
C 0.28 -5.41 0.70 -0.213
C 1.14 -4.88 1.65 -0.010
C 2.20 -5.65 2.10 -0.072
C 2.39 -6.94 1.62 -0.087
C 1.52 -7.45 0.67 -0.074
C 0.46 -6.69 0.20 -0.042
S -1.62 -1.05 -1.19 0.498
H 0.99 -3.87 2.01 0.101
H 2.88 -5.23 2.84 0.105
H 3.21 -7.54 1.98 0.101
H 1.66 -8.45 0.29 0.104
H -0.22 -7.08 -0.54 0.095
Te -1.75 -0.36 2.02 0.960
C -1.29 0.75 3.74 -1.013
C -2.01 1.75 4.35 -0.270
C -1.44 2.18 5.58 -0.196
C -0.31 1.48 5.90 -0.418
S 0.06 0.32 4.70 0.928
H -2.92 2.16 3.93 0.093
H -1.86 2.95 6.20 0.098
H 0.31 1.60 6.77 0.063

***

Entry 2:
90
Properties=species:S:1:pos:R:3:lowdin_charge:R:1 method="wB97M-V/def2-TZVPD" gap_ev="6.40 / 7.25" total_charge=+1 lumo_energy_ev="-1.758 / -2.569" spin_multiplicity=3
Ti 1.33 -0.29 0.36 0.748
N 4.16 -2.44 2.72 0.068
C 3.26 -1.50 2.28 -0.835
S 3.74 -0.47 0.92 0.629
N 2.11 -1.44 2.89 0.013
N 1.31 -0.44 2.26 -0.191
C 0.96 0.67 2.97 -0.173
C 0.78 0.63 4.44 -0.172
C 1.40 1.55 5.28 -0.038
C 1.25 1.47 6.66 -0.071
C 0.48 0.45 7.21 -0.083
C -0.14 -0.48 6.38 -0.076
C 0.01 -0.39 5.01 -0.040
C 0.97 1.86 2.17 -0.201
C 0.77 3.17 2.66 -0.017
C 1.07 4.23 1.87 -0.061
C 1.56 4.03 0.56 -0.070
C 1.66 2.75 0.12 -0.130
N 1.36 1.67 0.87 -0.050
H 5.12 -2.28 2.44 0.072
H 4.03 -2.76 3.66 0.094
H 2.04 2.32 4.86 0.115
H 1.74 2.19 7.30 0.107
H 0.38 0.37 8.29 0.105
H -0.74 -1.27 6.81 0.104
H -0.46 -1.11 4.35 0.108
H 0.40 3.31 3.67 0.113
H 0.95 5.24 2.26 0.113
H 1.84 4.86 -0.07 0.107
H 2.00 2.54 -0.89 0.115
C -2.32 3.93 -0.27 -0.016
C -2.01 2.87 -1.29 -0.403
C -1.18 3.37 -2.45 -0.020
O -1.23 1.83 -0.59 -0.180
P -1.71 0.35 -0.47 0.468
O -0.82 -0.45 0.44 -0.295
C -1.68 -0.33 -2.13 -0.170
P 0.03 -0.55 -2.70 0.483
O 1.03 0.02 -1.71 -0.340
O 0.03 0.18 -4.07 -0.178
C 1.17 0.35 -5.01 -0.377
C 1.12 -0.73 -6.06 -0.035
C 2.50 0.41 -4.29 -0.042
O 0.32 -2.05 -2.90 -0.172
C -0.46 -3.19 -3.40 -0.379
C -1.71 -2.80 -4.18 -0.039
C -0.75 -4.08 -2.22 -0.025
O -3.20 0.38 -0.03 -0.159
C -3.60 0.20 1.39 -0.397
C -5.07 -0.11 1.37 -0.038
C -3.24 1.42 2.20 -0.032
H -2.83 4.77 -0.76 0.099
H -1.39 4.29 0.17 0.084
H -2.97 3.55 0.52 0.064
H -2.94 2.43 -1.65 0.136
H -0.29 3.88 -2.07 0.087
H -1.77 4.08 -3.03 0.097
H -0.87 2.56 -3.11 0.069
H -2.21 0.33 -2.82 0.098
H -2.17 -1.30 -2.10 0.066
H 0.96 1.31 -5.46 0.143
H 1.28 -1.71 -5.61 0.084
H 1.91 -0.56 -6.79 0.097
H 0.16 -0.72 -6.59 0.089
H 2.77 -0.56 -3.86 0.086
H 2.50 1.15 -3.49 0.079
H 3.27 0.69 -5.02 0.099
H 0.23 -3.69 -4.06 0.142
H -2.57 -2.63 -3.52 0.078
H -1.97 -3.62 -4.85 0.100
H -1.56 -1.92 -4.80 0.077
H -1.34 -3.54 -1.47 0.090
H 0.18 -4.41 -1.75 0.069
H -1.31 -4.95 -2.54 0.100
H -3.04 -0.66 1.76 0.134
H -5.62 0.73 0.95 0.094
H -5.42 -0.28 2.39 0.096
H -5.28 -1.00 0.77 0.088
H -3.83 2.29 1.87 0.081
H -2.17 1.67 2.12 0.075
H -3.46 1.23 3.25 0.100
N 1.30 -3.43 0.80 0.028
C 2.05 -4.48 0.50 -0.079
C 2.79 -4.15 -0.62 -0.035
C 2.41 -2.84 -0.90 -0.182
N 1.50 -2.39 -0.03 -0.091
H 0.78 -3.27 1.65 0.157
H 2.03 -5.38 1.10 0.131
H 3.51 -4.77 -1.14 0.108
H 2.77 -2.19 -1.69 0.106

***

What did the first record say?
88
Properties=species:S:1:pos:R:3:lowdin_charge:R:1 method="wB97M-V/def2-TZVPD" gap_ev="5.25 / 7.44" lumo_energy_ev="-1.863 / -0.242" spin_multiplicity=5
Mn -0.73 0.84 -0.20 0.182
C 3.31 0.71 -3.21 -0.180
Si 1.76 0.01 -2.38 0.366
C 0.38 0.17 -3.66 -0.206
C 2.16 -1.79 -2.13 -0.171
C 1.37 0.93 -0.79 -0.521
Si 2.38 0.37 0.68 0.363
C 1.98 -1.38 1.23 -0.197
C 2.15 1.52 2.14 -0.183
C 4.22 0.35 0.32 -0.169
Si 1.55 2.73 -1.10 0.405
C 0.81 3.37 -2.69 -0.163
C 3.23 3.53 -0.89 -0.163
C 0.43 3.53 0.21 -0.274
C 0.48 4.86 0.62 -0.042
C -0.48 5.35 1.49 -0.041
C -1.49 4.50 1.92 -0.036
C -1.50 3.20 1.47 -0.171
N -0.55 2.72 0.65 -0.087
H 3.51 0.14 -4.12 0.036
H 4.19 0.62 -2.57 0.020
H 3.23 1.76 -3.50 0.014
H -0.02 -0.81 -3.92 0.023
H 0.76 0.64 -4.58 0.032
H -0.45 0.78 -3.30 -0.030
H 2.29 -2.26 -3.11 0.040
H 1.37 -2.33 -1.60 0.007
H 3.09 -1.92 -1.57 0.024
H 1.04 -1.74 0.82 -0.029
H 1.91 -1.43 2.32 0.031
H 2.77 -2.05 0.90 0.037
H 1.10 1.68 2.39 -0.008
H 2.60 2.50 1.96 0.026
H 2.62 1.10 3.03 0.031
H 4.47 -0.35 -0.47 0.018
H 4.74 0.02 1.23 0.039
H 4.63 1.33 0.05 0.016
H 1.30 2.97 -3.58 0.025
H 0.92 4.46 -2.71 0.040
H -0.25 3.13 -2.77 -0.015
H 3.96 3.06 -1.55 0.028
H 3.60 3.46 0.13 0.025
H 3.17 4.59 -1.16 0.034
H 1.27 5.50 0.26 0.108
H -0.45 6.38 1.82 0.113
H -2.27 4.84 2.59 0.112
H -2.27 2.50 1.77 0.047
C -4.89 -0.04 -0.32 -0.265
As -4.28 0.88 -1.88 0.695
C -5.72 2.06 -2.36 -0.268
C -4.25 -0.40 -3.31 -0.248
S -2.57 2.09 -1.63 0.220
H -5.94 -0.30 -0.46 0.046
H -4.78 0.62 0.54 0.027
H -4.29 -0.93 -0.16 -0.029
H -6.64 1.48 -2.45 0.040
H -5.48 2.53 -3.30 0.040
H -5.82 2.82 -1.58 0.038
H -5.25 -0.45 -3.74 0.039
H -3.95 -1.38 -2.93 0.008
H -3.53 -0.07 -4.06 0.044
S -2.81 -6.41 0.50 0.590
C -2.09 -4.97 0.12 -1.107
S -2.96 -3.60 -0.49 0.969
C -1.49 -2.67 -0.54 -1.053
N -0.45 -3.31 -0.14 0.042
N -0.79 -4.59 0.22 -0.136
C 0.28 -5.41 0.70 -0.213
C 1.14 -4.88 1.65 -0.010
C 2.20 -5.65 2.10 -0.072
C 2.39 -6.94 1.62 -0.087
C 1.52 -7.45 0.67 -0.074
C 0.46 -6.69 0.20 -0.042
S -1.62 -1.05 -1.19 0.498
H 0.99 -3.87 2.01 0.101
H 2.88 -5.23 2.84 0.105
H 3.21 -7.54 1.98 0.101
H 1.66 -8.45 0.29 0.104
H -0.22 -7.08 -0.54 0.095
Te -1.75 -0.36 2.02 0.960
C -1.29 0.75 3.74 -1.013
C -2.01 1.75 4.35 -0.270
C -1.44 2.18 5.58 -0.196
C -0.31 1.48 5.90 -0.418
S 0.06 0.32 4.70 0.928
H -2.92 2.16 3.93 0.093
H -1.86 2.95 6.20 0.098
H 0.31 1.60 6.77 0.063

***

Copy entry 1 word for word.
88
Properties=species:S:1:pos:R:3:lowdin_charge:R:1 method="wB97M-V/def2-TZVPD" gap_ev="5.25 / 7.44" lumo_energy_ev="-1.863 / -0.242" spin_multiplicity=5
Mn -0.73 0.84 -0.20 0.182
C 3.31 0.71 -3.21 -0.180
Si 1.76 0.01 -2.38 0.366
C 0.38 0.17 -3.66 -0.206
C 2.16 -1.79 -2.13 -0.171
C 1.37 0.93 -0.79 -0.521
Si 2.38 0.37 0.68 0.363
C 1.98 -1.38 1.23 -0.197
C 2.15 1.52 2.14 -0.183
C 4.22 0.35 0.32 -0.169
Si 1.55 2.73 -1.10 0.405
C 0.81 3.37 -2.69 -0.163
C 3.23 3.53 -0.89 -0.163
C 0.43 3.53 0.21 -0.274
C 0.48 4.86 0.62 -0.042
C -0.48 5.35 1.49 -0.041
C -1.49 4.50 1.92 -0.036
C -1.50 3.20 1.47 -0.171
N -0.55 2.72 0.65 -0.087
H 3.51 0.14 -4.12 0.036
H 4.19 0.62 -2.57 0.020
H 3.23 1.76 -3.50 0.014
H -0.02 -0.81 -3.92 0.023
H 0.76 0.64 -4.58 0.032
H -0.45 0.78 -3.30 -0.030
H 2.29 -2.26 -3.11 0.040
H 1.37 -2.33 -1.60 0.007
H 3.09 -1.92 -1.57 0.024
H 1.04 -1.74 0.82 -0.029
H 1.91 -1.43 2.32 0.031
H 2.77 -2.05 0.90 0.037
H 1.10 1.68 2.39 -0.008
H 2.60 2.50 1.96 0.026
H 2.62 1.10 3.03 0.031
H 4.47 -0.35 -0.47 0.018
H 4.74 0.02 1.23 0.039
H 4.63 1.33 0.05 0.016
H 1.30 2.97 -3.58 0.025
H 0.92 4.46 -2.71 0.040
H -0.25 3.13 -2.77 -0.015
H 3.96 3.06 -1.55 0.028
H 3.60 3.46 0.13 0.025
H 3.17 4.59 -1.16 0.034
H 1.27 5.50 0.26 0.108
H -0.45 6.38 1.82 0.113
H -2.27 4.84 2.59 0.112
H -2.27 2.50 1.77 0.047
C -4.89 -0.04 -0.32 -0.265
As -4.28 0.88 -1.88 0.695
C -5.72 2.06 -2.36 -0.268
C -4.25 -0.40 -3.31 -0.248
S -2.57 2.09 -1.63 0.220
H -5.94 -0.30 -0.46 0.046
H -4.78 0.62 0.54 0.027
H -4.29 -0.93 -0.16 -0.029
H -6.64 1.48 -2.45 0.040
H -5.48 2.53 -3.30 0.040
H -5.82 2.82 -1.58 0.038
H -5.25 -0.45 -3.74 0.039
H -3.95 -1.38 -2.93 0.008
H -3.53 -0.07 -4.06 0.044
S -2.81 -6.41 0.50 0.590
C -2.09 -4.97 0.12 -1.107
S -2.96 -3.60 -0.49 0.969
C -1.49 -2.67 -0.54 -1.053
N -0.45 -3.31 -0.14 0.042
N -0.79 -4.59 0.22 -0.136
C 0.28 -5.41 0.70 -0.213
C 1.14 -4.88 1.65 -0.010
C 2.20 -5.65 2.10 -0.072
C 2.39 -6.94 1.62 -0.087
C 1.52 -7.45 0.67 -0.074
C 0.46 -6.69 0.20 -0.042
S -1.62 -1.05 -1.19 0.498
H 0.99 -3.87 2.01 0.101
H 2.88 -5.23 2.84 0.105
H 3.21 -7.54 1.98 0.101
H 1.66 -8.45 0.29 0.104
H -0.22 -7.08 -0.54 0.095
Te -1.75 -0.36 2.02 0.960
C -1.29 0.75 3.74 -1.013
C -2.01 1.75 4.35 -0.270
C -1.44 2.18 5.58 -0.196
C -0.31 1.48 5.90 -0.418
S 0.06 0.32 4.70 0.928
H -2.92 2.16 3.93 0.093
H -1.86 2.95 6.20 0.098
H 0.31 1.60 6.77 0.063